Computed, not measured: 3 unconnected molecules or ions with the total composition C3H11NO3, with ωB97M-V/def2-TZVPD.

```
18
Properties=species:S:1:pos:R:3:forces:R:3
C -0.843244 0.486382 1.119303 -0.46 1.32 -1.78
N -0.897453 -0.747561 1.599332 -0.13 -2.98 3.66
C -1.008420 -1.023837 3.086522 -1.79 0.35 1.18
C -1.069967 -1.938721 0.693058 1.38 1.63 -0.34
O -1.236503 1.565272 1.551634 0.97 -1.45 0.15
H -0.393612 0.302647 0.117516 -0.25 1.23 -0.34
H -2.025013 -1.391043 3.383740 0.50 -0.24 -0.85
H -1.062330 -0.109221 3.752135 0.87 -0.49 -1.42
H -0.318264 -1.771999 3.587827 -0.23 0.95 -1.41
H -0.431532 -2.759387 1.051158 -0.20 0.27 -0.06
H -0.630355 -1.588786 -0.338157 -1.38 -0.95 1.73
H -2.132559 -2.269860 0.728430 0.74 0.36 -0.53
H 0.078386 1.827732 -5.834747 -0.06 0.44 0.01
H 0.672656 3.304861 -5.861517 -2.82 -1.84 0.21
O -0.215365 2.752806 -5.793555 2.88 1.40 -0.23
H 4.581590 1.065247 -0.679466 -0.27 0.10 -0.08
H 3.209852 1.517186 -1.154947 -1.59 2.61 -0.41
O 3.722132 0.778281 -1.008266 1.84 -2.72 0.50
```
Forces are in eV/Å.

Computed properties:
HOMO-LUMO gap = 10.06 eV
SMILES = CN(C)C=O.O.O
HOMO energy = -9.475 eV



Computed, not measured: 3 unconnected molecules or ions with the total composition C3H11NO3, with ωB97M-V/def2-TZVPD.

```
18
Properties=species:S:1:pos:R:3:forces:R:3
C 0.331231 -1.553012 -0.712418 1.56 -2.88 -0.41
C 1.641713 -0.714044 -0.585349 -2.55 -1.22 -0.85
N 1.607866 0.041886 0.577081 -0.66 -1.17 -0.52
C 0.648496 -0.002869 1.747961 0.79 -0.05 1.13
O 2.453836 -0.749172 -1.521359 -0.63 0.97 2.53
H 0.369698 -2.040409 -1.758901 -0.16 0.77 1.73
H -0.579221 -0.988232 -0.596945 -0.09 0.25 0.20
H 0.355283 -2.447027 0.073376 -0.16 1.89 -1.53
H 2.319249 0.709892 0.518921 1.04 1.34 0.78
H 0.909301 0.885948 2.452905 -0.54 -1.38 -1.50
H -0.469253 -0.021512 1.543919 1.58 0.34 -0.40
H 0.830284 -0.918702 2.413942 -0.04 1.08 -1.13
H -2.365978 0.020566 -1.908367 0.51 -0.37 -2.03
H -3.358204 0.705450 -0.976422 2.57 -1.77 0.08
O -2.475428 0.150050 -0.994961 -3.41 2.11 1.93
H -0.192360 2.536138 0.402295 0.19 -0.27 -0.94
H -1.487829 2.190336 -0.223461 0.46 -0.35 -0.63
O -0.538687 2.194717 -0.452209 -0.46 0.72 1.55
```
Forces are in eV/Å.

Computed properties:
HOMO-LUMO gap = 9.65 eV
SMILES = CNC(C)=O.O.O
HOMO energy = -9.337 eV



Computed, not measured: 3 unconnected molecules or ions with the total composition C3H11NO3, with ωB97M-V/def2-TZVPD.

```
18
Properties=species:S:1:pos:R:3:forces:R:3
O -0.732160 1.565864 -0.628094 0.16 0.49 0.36
C -0.214856 0.825828 0.159826 -0.83 -1.49 -0.79
C -0.979800 -0.006618 1.198274 0.75 0.72 1.29
C -2.056053 0.772172 1.936217 0.20 1.00 -0.84
N -1.353211 -1.246848 0.552913 0.66 0.07 -0.35
H 0.806269 0.418351 0.028169 0.28 0.58 -0.04
H -0.196734 -0.243390 1.932089 -0.14 -0.25 -0.05
H -2.413757 0.288780 2.840073 -0.48 -0.28 -0.34
H -2.782886 1.156629 1.210977 -0.57 -0.76 0.32
H -1.662897 1.730595 2.257571 0.59 0.14 0.34
H -1.330906 -2.031771 1.179684 -0.35 -0.10 0.08
H -2.210652 -1.177009 0.029020 -0.14 -0.10 0.03
H 2.577650 0.402939 -1.306508 0.07 -0.07 -0.19
H 2.943147 0.079545 -2.741878 -0.03 0.00 0.02
O 2.903166 0.811060 -2.119003 -0.01 -0.01 0.14
H 1.753370 -2.761354 -1.153556 -0.05 0.01 0.01
H 0.766881 -1.853053 -0.392602 -0.08 -0.08 -0.11
O 1.697155 -1.945762 -0.647877 -0.04 0.15 0.10
```
Forces are in eV/Å.

Computed properties:
HOMO-LUMO gap = 10.21 eV
SMILES = C[C@@H](N)C=O.O.O
HOMO energy = -9.628 eV



Computed, not measured: 2 unconnected molecules or ions with the total composition C3H11NO3, with ωB97M-V/def2-TZVPD.

```
18
Properties=species:S:1:pos:R:3:forces:R:3
C -0.782694 -0.243291 0.144590 -0.61 3.02 0.33
C 0.495947 1.057652 0.388681 -1.55 -2.97 -1.28
C -1.632719 0.268203 -1.017486 -0.02 -0.10 0.42
N 1.355737 0.766407 1.437758 1.02 -0.05 0.84
O -1.404549 -0.147599 1.425461 -0.38 -0.21 0.55
H -2.267742 0.278771 1.420666 0.11 0.00 -0.35
H -0.762370 -1.330726 -0.011305 1.11 0.09 -0.11
H 2.056476 0.070028 1.192652 -0.20 0.25 0.21
H 0.870348 0.509004 2.289910 0.05 0.07 -0.11
H -0.139115 1.916547 0.604961 -0.15 -0.22 -0.24
H 1.012360 1.088073 -0.565909 0.06 0.46 0.06
H -2.585534 -0.263175 -1.063607 -0.04 -0.05 -0.06
H -1.848823 1.332773 -0.922704 0.06 0.08 0.01
H -1.101943 0.103469 -1.954266 0.02 0.01 -0.04
O 2.056052 -0.921242 -1.338504 -0.11 0.04 0.18
O 1.676311 -1.724178 -0.198262 -2.46 1.67 1.17
H 0.797926 -1.162717 0.177766 3.18 -2.00 -1.67
H 2.204332 -1.598000 -2.010404 -0.09 -0.10 0.09
```
Forces are in eV/Å.

Computed properties:
HOMO-LUMO gap = 9.41 eV
SMILES = C[C@H](O)CN.OO
HOMO energy = -8.581 eV



Computed, not measured: 3 unconnected molecules or ions with the total composition C3H11NO3, with ωB97M-V/def2-TZVPD.

```
18
Properties=species:S:1:pos:R:3:forces:R:3
C 1.195967 0.386673 1.424006 0.34 0.95 0.46
C 0.469725 0.838783 0.142679 -0.45 -1.07 0.72
C -0.702058 1.711981 0.498565 -0.30 0.12 -0.27
O -1.800300 1.601508 0.001108 0.30 0.10 0.07
N 1.359694 -1.056923 1.558505 0.20 0.14 -0.24
H 0.710679 0.844233 2.300103 -0.30 -0.17 -0.05
H 2.181900 0.851263 1.473230 0.19 -0.23 -0.22
H 0.028228 -0.054674 -0.284820 -0.06 0.02 -0.37
H 1.135527 1.224506 -0.621611 0.00 0.40 0.01
H -0.567247 2.437355 1.323547 0.11 0.07 -0.07
H 0.493884 -1.529731 1.786177 -0.10 0.12 0.00
H 2.001223 -1.229805 2.320078 0.02 -0.19 0.02
H -2.415261 -0.903782 -2.409950 0.23 -0.24 -0.04
H -2.033186 0.105562 -1.360218 0.38 -0.15 0.09
O -1.697893 -0.698929 -1.798175 -0.65 0.39 0.04
H 0.359003 -1.970851 -0.851822 -0.01 -0.04 -0.21
H 1.844423 -1.655899 -0.871404 -0.33 -0.22 -0.05
O 1.113320 -1.925782 -1.448925 0.43 0.01 0.09
```
Forces are in eV/Å.

Computed properties:
HOMO-LUMO gap = 10.70 eV
SMILES = NCCC=O.O.O
HOMO energy = -9.969 eV



Computed, not measured: 3 unconnected molecules or ions with the total composition C3H11NO3, with ωB97M-V/def2-TZVPD.

```
18
Properties=species:S:1:pos:R:3:forces:R:3
C 1.181008 -1.905513 -1.859491 -1.00 -0.68 -0.93
C 0.660016 -0.814924 -0.962484 -0.08 0.47 0.07
C 0.054262 0.434899 -1.770006 1.81 -2.28 -1.88
N 0.836476 0.827839 -2.786529 -0.99 1.28 0.89
O -1.062896 0.798630 -1.514404 -0.53 0.85 1.08
H 0.309618 -2.297211 -2.408883 0.34 -0.16 0.03
H 1.509502 -2.732891 -1.224271 0.07 0.15 0.08
H 1.968792 -1.718636 -2.600894 -0.08 0.43 0.54
H -0.099734 -1.187445 -0.291385 -0.15 -0.05 0.16
H 1.444944 -0.305017 -0.414418 0.14 0.26 0.30
H 0.639544 1.758359 -3.131079 -0.11 -0.16 -0.61
H 1.240023 0.143572 -3.401774 0.57 -0.14 0.21
H -1.865172 2.387791 5.591962 0.12 0.00 -0.33
H -0.729909 1.852797 4.652630 -0.30 0.28 -0.18
O -1.101330 1.806177 5.533640 0.15 -0.29 0.49
H -1.366533 -0.185124 2.701841 -0.35 -0.03 0.40
H -1.591121 0.710533 1.536950 -0.33 0.28 -0.01
O -2.027494 0.426163 2.348600 0.70 -0.22 -0.33
```
Forces are in eV/Å.

Computed properties:
HOMO-LUMO gap (spin up / spin down) = 8.41 / 3.60 eV
<S²> = 0.757
multiplicity = 2
HOMO energy (spin up / spin down) = -13.243 / -13.243 eV
net charge = +1



Computed, not measured: 3 unconnected molecules or ions with the total composition C3H11NO3S, with ωB97M-V/def2-TZVPD.

```
19
Properties=species:S:1:pos:R:3:forces:R:3
C 2.186821 0.415978 0.218635 0.03 -0.22 -0.19
C 3.271881 -0.657145 0.171015 -0.25 0.00 0.00
S 4.743670 -0.190332 -0.719290 0.13 -0.01 0.12
N 1.002987 -0.100190 0.892508 0.38 0.10 0.14
C 0.088667 -0.777982 -0.032433 -0.12 0.46 0.15
O -0.545135 0.074812 -0.911485 0.47 -0.33 -0.24
H 2.608552 1.254135 0.767466 -0.12 0.21 0.12
H 1.976713 0.757660 -0.798769 -0.06 0.08 -0.06
H 2.922892 -1.550437 -0.357238 -0.12 -0.04 -0.07
H 3.475891 -0.997262 1.186766 0.29 -0.03 0.02
H 0.494373 0.676777 1.294973 -0.09 0.00 0.02
H -0.629338 -1.308825 0.597287 -0.12 -0.19 -0.05
H 0.695357 -1.497667 -0.582180 0.03 -0.30 -0.11
H -5.522316 1.514957 -0.649627 0.08 -0.19 -0.02
H -4.295347 0.564225 -0.584426 -0.21 0.08 0.13
O -5.294675 0.593091 -0.815506 0.13 0.13 -0.04
H -1.483619 0.284836 -0.534816 -0.54 0.43 0.00
H -2.881991 0.251282 0.856186 -0.11 0.09 -0.06
O -2.815378 0.692079 0.000926 0.20 -0.27 0.14
```
Forces are in eV/Å.

Computed properties:
HOMO-LUMO gap (spin up / spin down) = 7.53 / 5.15 eV
<S²> = 0.753
multiplicity = 2
HOMO energy (spin up / spin down) = -4.697 / -4.697 eV
net charge = -1



Computed, not measured: 3 unconnected molecules or ions with the total composition C3H11NO4, with ωB97M-V/def2-TZVPD.

```
19
Properties=species:S:1:pos:R:3:forces:R:3
C -0.090497 -0.152535 1.731561 4.13 -2.38 -1.24
N 0.862802 0.752771 1.015201 -2.17 -0.06 -1.58
C 0.471097 1.181498 -0.272142 -1.10 -4.21 -1.25
O 0.958992 2.360130 -0.550322 0.96 1.31 -1.39
O -0.142445 0.446713 -1.139398 2.03 2.56 3.30
C -1.104404 0.526704 2.514261 -1.81 -4.52 2.79
H 0.607746 -0.921538 2.240812 -1.23 1.48 0.08
H -0.397162 -0.785888 0.936341 -1.12 -0.35 -0.73
H 1.241473 1.475242 1.584173 0.39 0.67 0.23
H 1.134486 2.447004 -1.525671 -0.67 -0.18 1.16
H -1.021635 0.295757 3.582530 0.42 0.36 -0.02
H -1.057151 1.487558 2.375736 0.28 5.53 -0.57
H -2.140846 0.247014 2.364601 -0.13 -0.32 -0.77
H 2.143226 -1.534321 -1.932162 1.33 0.24 -0.08
H 0.747776 -1.387681 -1.562283 -0.47 0.23 0.04
O 1.313483 -1.940295 -2.111088 -0.81 -0.41 0.16
H -1.406430 -0.863181 -2.786100 -0.56 0.02 -1.26
H -0.748839 -2.085138 -2.965836 -0.09 -0.48 -1.19
O -1.371680 -1.549815 -3.500223 0.63 0.52 2.33
```
Forces are in eV/Å.

Computed properties:
HOMO-LUMO gap = 10.81 eV
SMILES = CCNC(=O)O.O.O
HOMO energy = -10.512 eV



Computed, not measured: 2 unconnected molecules or ions with the total composition C3H11NOS, with ωB97M-V/def2-TZVPD.

```
17
Properties=species:S:1:pos:R:3:forces:R:3
C 0.487120 0.512625 -1.260498 1.09 0.80 0.89
C 0.269268 -0.280647 0.046387 0.01 0.02 -0.95
C 1.015695 -1.601172 -0.025938 0.14 -0.24 0.19
S 1.177713 -2.472615 1.566589 0.31 0.11 -0.07
N -0.784080 1.040448 -1.787866 0.46 -0.05 -0.16
H 1.146496 -0.066788 -1.917059 -0.96 -0.13 -0.62
H 1.141087 1.371126 -1.031822 0.04 -0.13 0.15
H 0.610667 0.291463 0.899222 -0.07 0.02 0.19
H -0.812629 -0.412986 0.115894 0.12 -0.30 0.33
H 2.038612 -1.433028 -0.381197 -0.04 0.00 0.24
H 0.576785 -2.300631 -0.729924 -0.23 0.09 -0.21
H -0.103661 -2.374011 1.905233 -0.29 0.00 0.08
H -0.576633 1.612055 -2.603206 -0.08 -0.20 -0.15
H -1.031966 1.741579 -1.093949 -0.37 -0.08 -0.03
H -2.042112 1.551209 1.382114 -0.07 0.00 0.12
H -1.695486 1.597837 2.879502 -0.04 0.02 -0.12
O -1.416877 1.223536 2.036516 -0.03 0.09 0.12
```
Forces are in eV/Å.

Computed properties:
HOMO-LUMO gap = 9.36 eV
SMILES = NCCCS.O
HOMO energy = -8.758 eV



Computed, not measured: 2 unconnected molecules or ions with the total composition C3H11NOS2, with ωB97M-V/def2-TZVPD.

```
18
Properties=species:S:1:pos:R:3:forces:R:3
S -0.764904 3.234680 0.013715 0.04 -0.25 0.36
S 0.696043 2.143933 1.076801 -0.22 0.56 -0.51
C 0.366939 0.527283 0.438212 -0.58 -1.95 -0.29
C 0.610634 0.265649 -1.053802 1.34 0.23 -0.55
C 0.961245 -1.212153 -1.294029 -0.80 0.42 -0.05
N 1.244293 -1.517499 -2.681169 0.42 -0.63 -0.88
H -0.673269 2.570048 -1.151264 0.24 0.17 0.05
H 1.048936 -0.183416 0.920686 0.41 0.54 0.32
H -0.584314 0.099379 0.777236 -0.27 0.59 -0.17
H -0.134101 0.554810 -1.797767 -0.55 0.04 0.50
H 1.481939 0.869476 -1.336343 0.06 -0.10 -0.01
H 1.871601 -1.468771 -0.764527 0.07 0.00 0.37
H 0.126051 -1.777679 -0.866338 0.03 -0.36 0.05
H 1.521733 -2.489871 -2.790894 0.25 0.20 0.29
H 0.514841 -1.437196 -3.379718 -0.44 0.55 0.53
H -2.264578 -0.682860 4.571375 0.25 -0.36 0.59
H -3.209088 0.466907 5.023503 -0.40 0.39 1.36
O -2.814000 0.037281 4.294324 0.15 -0.03 -1.96
```
Forces are in eV/Å.

Computed properties:
HOMO-LUMO gap = 8.86 eV
SMILES = NCCCSS.O
HOMO energy = -8.333 eV



Computed, not measured: a gas-phase ion, C3H11NP (charge +1), with ωB97M-V/def2-TZVPD.

```
16
Properties=species:S:1:pos:R:3:forces:R:3
C -0.087626 -1.055998 1.505429 -2.64 -1.61 2.15
C -0.550245 1.781172 -0.312519 1.07 2.15 0.82
C 0.266734 -0.891490 -0.778032 2.29 -0.54 0.05
N -0.682445 -0.970342 0.190834 -2.53 -0.26 2.35
P 0.711676 0.873002 -1.069177 1.36 -1.01 1.36
H 0.802612 -1.648429 1.446378 0.79 -0.36 0.27
H 0.134172 -0.092325 1.979990 -0.10 -0.10 -0.12
H -0.849048 -1.668356 2.196588 1.78 1.64 -1.26
H -1.358593 1.807043 -0.996273 -1.10 0.63 -0.33
H -0.814160 1.240073 0.572766 -0.37 -0.39 0.36
H -0.094924 2.758581 0.041210 -1.00 -0.79 -0.87
H -0.089688 -1.347701 -1.623328 -0.71 -0.65 -2.69
H 1.120977 -1.525230 -0.467344 0.49 0.73 -0.58
H -1.428730 -1.663780 0.065368 0.69 0.59 -0.22
H 1.886867 1.241315 -0.404556 0.07 -0.30 -0.05
H 1.032423 1.162465 -2.347335 -0.08 0.29 -1.24
```
Forces are in eV/Å.

Computed properties:
HOMO-LUMO gap = 10.47 eV
HOMO energy = -13.718 eV
net charge = +1



Computed, not measured: 2 unconnected molecules or ions with the total composition C3H11NS, with ωB97M-V/def2-TZVPD.

```
16
Properties=species:S:1:pos:R:3:forces:R:3
C -1.447828 1.784972 -4.538375 1.00 -0.47 -0.91
N -2.430196 1.309827 -5.553401 0.70 0.60 1.18
H -1.123918 2.796301 -4.748443 0.38 0.12 -0.84
H -0.570542 1.078742 -4.643119 -0.79 0.99 0.65
H -1.748064 1.960393 -3.503275 -0.48 -0.97 0.20
H -2.855961 0.485809 -5.141161 -0.52 0.28 -0.42
H -3.092898 2.058679 -5.733716 -0.28 -0.55 0.13
C 0.605217 -0.034928 3.960248 -0.31 -1.74 0.56
S 0.581052 -1.946430 3.763267 -0.48 1.68 0.37
C 2.310685 -2.442335 3.613547 -0.63 -1.58 -0.89
H -0.057863 0.360511 3.194152 0.59 0.14 -0.23
H 1.664388 0.154050 3.911233 0.13 0.71 -0.50
H 0.235466 0.332420 4.928577 0.11 -0.58 -0.15
H 2.552096 -3.120615 4.437225 0.34 0.52 -0.04
H 2.317788 -3.051037 2.694340 -0.05 -0.13 0.36
H 3.060581 -1.726361 3.358897 0.29 0.98 0.54
```
Forces are in eV/Å.

Computed properties:
HOMO-LUMO gap = 9.56 eV
SMILES = CSC.CN
HOMO energy = -8.469 eV



Energy above the lowest of the compared OMol25 structures with the same formula, charge and spin in kcal per mole, matching the order above: 57.5 44.6 38.4 133.1 37.6 22.5 0.0 44.4 16.2 15.6 74.6 28.6